[1]
{"formula": "C37H71B2BrCl3FN3O5", "method": "ωB97M-V/def2-TZVPD", "elements": ["C", "C", "C", "C", "C", "B", "C", "Br", "C", "C", "O", "C", "C", "C", "C", "F", "B", "N", "O", "C", "C", "Cl", "C", "C", "Cl", "C", "Cl", "C", "C", "O", "H", "H", "H", "H", "H", "H", "H", "H", "H", "H", "H", "H", "H", "H", "H", "H", "H", "H", "H", "H", "H", "H", "H", "H", "H", "H", "H", "H", "H", "H", "H", "H", "H", "H", "H", "C", "C", "C", "C", "C", "C", "N", "O", "C", "C", "C", "H", "H", "H", "H", "H", "H", "H", "H", "H", "H", "H", "H", "H", "H", "H", "H", "H", "H", "C", "C", "C", "C", "C", "C", "N", "O", "C", "C", "C", "H", "H", "H", "H", "H", "H", "H", "H", "H", "H", "H", "H", "H", "H", "H", "H", "H", "H"], "xyz": [[-1.1643, -1.6686, -2.5083], [0.4343, -1.9821, -2.2441], [1.2633, -0.6200, -1.8424], [1.6591, -0.4983, -0.2584], [0.3625, -0.9952, 0.6068], [2.3049, 0.9454, 0.1989], [1.6405, 2.3227, -0.4102], [-0.3926, 2.3079, -0.4197], [2.1192, 2.7292, -1.9198], [0.9985, 3.7331, -2.6520], [2.3549, 0.9718, 1.7052], [3.7163, 0.5790, 2.2031], [3.4937, -1.0040, 2.5309], [4.1154, -1.5431, 3.9450], [4.1756, -3.2098, 3.8035], [5.6095, -3.6616, 3.8822], [3.7539, 1.3527, 3.6520], [5.0209, 1.6579, 4.4616], [2.4443, 1.7595, 4.2659], [4.7423, 1.0502, 0.9931], [5.9275, -0.0611, 0.9931], [7.1314, -0.0393, 2.4546], [6.2283, -1.0993, -0.0219], [5.2827, -1.2706, -1.3382], [7.6904, -2.2890, 0.1137], [5.5960, 2.4465, 1.1631], [6.9948, 2.3320, -0.1054], [4.8063, 3.8260, 0.8208], [4.1221, 4.5910, 2.1145], [3.7657, 1.1858, -0.0821], [-1.4329, -1.9102, -3.6369], [-1.8622, -2.3392, -1.8362], [-1.4304, -0.5323, -2.2996], [0.8693, -2.3576, -3.2903], [0.6118, -2.8616, -1.4921], [0.6962, 0.3100, -2.2823], [2.2953, -0.6796, -2.4394], [2.5145, -1.3097, -0.0694], [-0.6063, -0.6293, 0.0320], [0.3529, -2.1881, 0.5653], [0.3695, -0.7143, 1.7409], [1.9213, 3.1891, 0.3618], [3.1343, 3.3529, -1.9627], [2.2647, 1.8393, -2.6644], [0.1393, 3.1450, -3.1863], [0.6401, 4.5978, -1.9447], [1.6145, 4.2681, -3.5237], [3.8144, -1.7424, 1.6492], [2.3126, -1.1623, 2.6183], [5.2147, -1.2191, 4.1736], [3.4067, -1.3634, 4.8890], [3.6461, -3.5893, 2.8257], [3.6418, -3.7053, 4.7376], [5.1344, 0.9506, 5.2246], [4.9321, 2.6118, 4.9083], [1.9644, 0.8733, 4.3925], [4.3399, -1.9204, -1.0928], [5.8903, -1.8828, -2.1636], [5.0067, -0.2428, -1.8791], [6.0955, 2.5853, 2.2236], [3.9871, 3.7722, -0.0075], [5.6270, 4.5910, 0.4098], [3.9578, 5.7555, 1.9405], [4.6433, 4.3407, 3.1347], [3.0192, 4.1418, 2.1996], [-1.7851, -6.8141, -5.2922], [-2.7254, -5.9729, -4.3858], [-3.8351, -6.8716, -3.7808], [-4.9237, -7.2433, -4.7721], [-5.5189, -5.9884, -5.4022], [-4.4502, -5.0704, -6.0583], [-3.2713, -4.8054, -5.1591], [-3.6679, -3.8345, -4.2217], [-3.9836, -5.7129, -7.3907], [-5.1660, -3.7573, -6.5254], [-1.7759, -5.5499, -3.2121], [-1.4570, -7.7237, -4.7711], [-2.2364, -7.1567, -6.2187], [-0.8844, -6.2484, -5.5591], [-4.3066, -6.3587, -2.9307], [-3.3980, -7.7919, -3.3699], [-4.5261, -7.9161, -5.5421], [-5.7188, -7.8015, -4.2556], [-6.2715, -6.2853, -6.1453], [-6.0631, -5.4348, -4.6249], [-3.0699, -5.2325, -7.7625], [-4.7410, -5.6035, -8.1753], [-3.8112, -6.7878, -7.3192], [-5.6713, -3.2359, -5.7046], [-5.9440, -3.9741, -7.2674], [-4.4533, -3.0647, -6.9887], [-0.9893, -4.8684, -3.5598], [-1.2784, -6.4252, -2.7752], [-2.3120, -5.0607, -2.3906], [-0.8632, 5.1350, 4.2218], [-1.8525, 4.2264, 3.4414], [-2.4313, 4.9861, 2.2196], [-3.4814, 6.0193, 2.5882], [-4.5938, 5.3759, 3.4096], [-4.0690, 4.6328, 4.6696], [-2.9156, 3.7114, 4.3708], [-3.4483, 2.5469, 3.7887], [-3.6645, 5.6800, 5.7400], [-5.2816, 3.8941, 5.3319], [-0.9135, 3.0994, 2.8881], [-0.1391, 5.5968, 3.5367], [-1.3286, 5.9604, 4.7524], [-0.2923, 4.5561, 4.9576], [-2.8852, 4.2716, 1.5184], [-1.6247, 5.4812, 1.6619], [-3.0228, 6.8517, 3.1361], [-3.9111, 6.4522, 1.6726], [-5.3164, 6.1506, 3.6998], [-5.1424, 4.6772, 2.7632], [-3.0711, 5.2189, 6.5396], [-4.5446, 6.1270, 6.2161], [-3.1088, 6.5262, 5.3335], [-5.7750, 3.1938, 4.6483], [-6.0559, 4.6059, 5.6427], [-4.9653, 3.3415, 6.2246], [-0.5037, 2.4857, 3.7002], [-0.0628, 3.5296, 2.3442], [-1.4233, 2.4338, 2.1820]], "mulliken_spin": [0.00, 0.00, 0.00, 0.00, 0.00, 0.00, 0.00, 0.00, 0.00, 0.00, 0.00, 0.00, 0.00, 0.00, 0.00, 0.00, 0.00, 0.00, 0.00, 0.00, 0.00, 0.00, 0.00, 0.00, 0.00, 0.00, 0.00, 0.00, 0.00, 0.00, 0.00, 0.00, 0.00, 0.00, 0.00, 0.00, 0.00, 0.00, 0.00, 0.00, 0.00, 0.00, 0.00, 0.00, 0.00, 0.00, 0.00, 0.00, 0.00, 0.00, 0.00, 0.00, 0.00, 0.00, 0.00, 0.00, 0.00, 0.00, 0.00, 0.00, 0.00, 0.00, 0.00, 0.00, 0.00, 0.01, 0.03, 0.02, -0.02, 0.02, 0.02, 0.27, 0.67, 0.02, -0.01, -0.02, 0.00, 0.00, 0.00, 0.00, 0.00, 0.00, 0.00, 0.00, 0.00, -0.01, 0.00, 0.00, 0.00, 0.00, 0.00, 0.01, 0.00, 0.00, 0.02, 0.05, 0.02, -0.02, 0.02, 0.03, 0.27, 0.65, 0.02, 0.00, -0.04, 0.00, 0.00, -0.01, 0.00, 0.00, 0.00, 0.00, 0.00, 0.00, -0.01, 0.00, 0.00, 0.00, 0.00, 0.00, -0.01, 0.00, 0.01], "multiplicity": 3, "molar_mass_g_mol": 864.88, "lumo_energy_ev": [2.0, 1.2], "total_energy_ha": -6096.7263, "charge": -1}

***

[2]
{"formula": "C7H25BFNOP2Yb", "method": "ωB97M-V/def2-TZVPD", "elements": ["Yb", "H", "H", "P", "P", "C", "H", "H", "H", "C", "H", "H", "H", "C", "H", "H", "H", "C", "H", "H", "H", "C", "H", "H", "H", "C", "H", "H", "H", "C", "O", "H", "H", "H", "H", "B", "N", "H", "F"], "xyz": [[1.1394, -0.0257, 1.8477], [0.6972, 0.0924, -2.5421], [-1.1530, -0.0425, -1.2171], [0.1109, -2.4547, 0.4166], [0.0604, 2.3839, 0.5103], [1.6872, 3.0752, 1.0362], [1.5871, 4.1698, 1.0267], [1.9547, 2.7920, 2.0684], [2.4608, 2.8118, 0.3032], [-0.0787, 3.4337, -0.9905], [-1.1214, 3.5258, -1.3168], [0.2819, 4.4408, -0.7451], [0.5606, 3.0339, -1.7855], [-0.8683, 3.5989, 1.5698], [-0.6980, 3.4109, 2.6371], [-0.4963, 4.6106, 1.3570], [-1.9373, 3.5825, 1.3271], [0.9789, -3.2498, -0.9901], [1.0181, -4.3273, -0.7954], [0.4285, -3.0860, -1.9261], [2.0066, -2.8693, -1.0477], [1.1582, -3.2196, 1.7147], [0.7163, -3.1306, 2.7161], [1.1813, -4.2833, 1.4620], [2.1942, -2.8512, 1.6723], [-1.2100, -3.7092, 0.5386], [-1.8668, -3.6620, -0.3357], [-0.7409, -4.6968, 0.5668], [-1.7668, -3.5690, 1.4707], [-1.3087, -0.1287, 1.8417], [-2.4335, -0.1469, 1.9436], [-2.1329, -0.8739, -2.3000], [-2.1602, 0.8047, -2.2503], [-0.4255, 1.0324, -3.9065], [-0.3193, -0.9962, -3.8877], [-0.3254, 0.0271, -3.2267], [-1.5613, -0.0286, -2.1836], [0.1563, 0.3834, -0.0481], [2.2258, 0.1412, 3.4685]], "mulliken_spin": [1.04, 0.01, 0.02, 0.07, 0.21, 0.03, 0.01, 0.00, 0.00, 0.00, 0.00, 0.00, 0.00, 0.07, 0.01, 0.01, 0.00, 0.00, 0.00, 0.00, 0.00, 0.02, 0.00, 0.01, 0.00, 0.01, 0.00, 0.00, 0.00, -0.02, 0.00, 0.00, 0.00, 0.00, 0.00, 0.01, 0.00, 0.48, 0.02], "multiplicity": 3, "molar_mass_g_mol": 404.08, "lumo_energy_ev": [-8.9, -9.8], "total_energy_ha": -2377.1192, "de_lowest_kcal_mol": 50.03, "charge": 2}

***

[3]
{"formula": "C2H3FO2S", "method": "ωB97M-V/def2-TZVPD", "elements": ["C", "C", "O", "O", "F", "S", "H", "H", "H"], "xyz": [[1.1195, -0.6327, 0.7640], [-0.6986, 1.1952, -0.6334], [-0.6043, -1.2998, -1.1334], [-1.5308, -0.7814, 1.0071], [-0.1683, 2.2442, -0.1125], [-0.5109, -0.5846, 0.0386], [1.9064, -0.8950, 0.1252], [1.1866, -0.4398, 1.7928], [-0.6995, 1.1939, -1.8484]], "lowdin_charge": [0.03, -0.15, -0.30, -0.31, 0.03, 0.51, 0.03, 0.03, 0.14], "molar_mass_g_mol": 110.11, "lumo_energy_ev": [-1.9, -0.7], "total_energy_ha": -726.3403, "de_lowest_kcal_mol": 120.33}

***

[4]
{"formula": "C6H11N3O3", "method": "ωB97M-V/def2-TZVPD", "elements": ["C", "C", "C", "C", "C", "C", "N", "N", "N", "O", "O", "O", "H", "H", "H", "H", "H", "H", "H", "H", "H", "H", "H"], "xyz": [[0.7235, -1.2592, 0.2913], [-1.3473, -1.8909, -0.4903], [-1.4798, -0.4340, -0.9474], [1.9930, -1.6153, 0.9480], [0.9714, 2.1875, -0.6863], [0.7990, 1.2529, 0.4491], [0.0208, -2.2343, -0.0830], [0.5016, 0.0030, -0.1570], [-2.3744, 0.4099, -0.2939], [-3.2693, -0.0748, 0.3506], [-2.2156, 1.5789, -0.4883], [-0.1313, 1.6836, 1.3844], [-2.0433, -2.1327, 0.4193], [-1.6584, -2.4605, -1.3256], [-1.2074, -0.1098, -1.9134], [2.8506, -1.1378, 0.5556], [2.2867, -2.7441, 0.9499], [1.8924, -1.4586, 2.0222], [1.8357, 2.8515, -0.5251], [1.1711, 1.5450, -1.5289], [-0.0693, 2.6716, -0.9597], [1.6754, 1.1354, 1.0415], [-0.9248, 2.2330, 0.9871]], "lowdin_charge": [-0.48, -0.16, 0.08, -0.03, -0.04, -0.52, 0.07, 0.15, -0.41, 0.13, 0.06, -0.04, 0.15, 0.09, 0.13, 0.06, 0.12, 0.09, 0.09, 0.07, 0.12, 0.14, 0.13], "molar_mass_g_mol": 173.17, "lumo_energy_ev": [-1.7, -1.7], "total_energy_ha": -624.9752, "de_lowest_kcal_mol": 173.62}